Entry 1:
This record from OMol25 describes a 2-piece molecular cluster, CHNOS overall in a non-equilibrium geometry. The level of theory is wB97M-V/def2-TZVPD.

Output
* HOMO-LUMO gap (spin up / spin down): 7.27 / 7.29 eV
* LUMO level (spin up / spin down): -1.387 / -1.366 eV
* E_HOMO (spin up / spin down): -0.3181 / -0.3179 Eh

```
! wB97M-V def2-TZVPD RIJCOSX def2/J DEFGRID3
* xyz 0 1
C -2.1518 -0.1572 -0.0813
N 1.3977 0.0637 -0.0687
O -1.7735 -1.2342 -0.0226
S 0.1538 0.9720 0.1255
H 2.3738 0.3558 0.0470
*
```

***

Entry 2:
This record from OMol25 describes a 2-piece molecular cluster, CHO2 overall in a non-equilibrium geometry. The level of theory is wB97M-V/def2-TZVPD.

Output
* HOMO-LUMO gap (spin up / spin down): 6.93 / 6.94 eV
* LUMO level (spin up / spin down): 4.679 / 4.681 eV
* E_HOMO (spin up / spin down): -0.0825 / -0.0830 Eh

```
! wB97M-V def2-TZVPD RIJCOSX def2/J DEFGRID3
* xyz -1 1
C -0.1142 -0.3189 0.1187
O -1.1554 -0.6014 -0.3729
O 0.4026 1.9658 0.2314
H 0.8670 -1.0455 0.0229
*
```

***

Entry 3:
This record from OMol25 describes CHO2PS in the gas phase in a non-equilibrium geometry. The level of theory is wB97M-V/def2-TZVPD.

Output
* HOMO-LUMO gap: 8.35 eV
* SMILES: O=COP=S
* LUMO level: -1.412 eV
* E_HOMO: -0.3587 Eh

```
! wB97M-V def2-TZVPD RIJCOSX def2/J DEFGRID3
* xyz 0 1
O -0.4465 1.8465 -0.1541
C 0.0866 0.7963 -0.0957
O 1.4582 0.7289 0.3199
P 2.4564 -0.4978 -0.1551
S 4.2145 0.3099 0.0088
H -0.3913 -0.3073 -0.2341
*
```

***

Entry 4:
This record from OMol25 describes CHO2S2 as an isolated structure in a non-equilibrium geometry. The level of theory is wB97M-V/def2-TZVPD.

Output
* HOMO-LUMO gap (spin up / spin down): 6.96 / 6.96 eV
* LUMO level (spin up / spin down): 3.192 / 3.182 eV
* E_HOMO (spin up / spin down): -0.1385 / -0.1389 Eh

```
! wB97M-V def2-TZVPD RIJCOSX def2/J DEFGRID3
* xyz -1 1
C 0.3462 -0.9903 -0.5660
O -3.5561 -0.9289 0.6169
O -0.7398 -1.3964 -0.0815
S 1.8432 -1.4716 0.1169
S -2.6376 -0.1920 -0.3352
H 0.2028 -0.4879 -1.5356
*
```

***

Computed values of energy above the lowest of the compared OMol25 structures with the same formula, charge and spin (unit: kJ/mol) for the preceding records, in sequence: 108.1, 602.4, 25.5, 227.3.
Computed values of DFT total energy (unit: eV) for the preceding records, in sequence: -15423.121, -5143.070, -25272.088, -26818.209.